Version i
DFT (ωB97M-V with the def2-TZVPD basis set) results for one molecule with the formula C3H8N4S.

The value obtained for the gap between HOMO and LUMO is 0.335 Eh. The HOMO energy comes out at -8.902 eV.

The geometry in XYZ format:
```
16
Properties=species:S:1:pos:R:3:nbo_charge:R:1
C -0.032 2.140 0.067 -0.426
C -1.741 -0.508 -0.004 0.563
C 1.573 0.329 0.303 -0.133
H -1.030 1.884 0.507 0.217
H -0.308 2.730 -0.793 0.209
H 0.696 2.779 0.714 0.212
H -0.553 -0.054 -2.005 0.412
H -2.429 -0.703 1.807 0.430
H -0.542 -0.665 1.556 0.412
H -2.660 -0.841 -1.584 0.319
H 1.820 1.335 0.946 0.188
N 0.424 0.814 -0.310 -0.277
N -0.631 0.100 -0.818 -0.528
N -1.596 -0.462 1.275 -0.836
N -2.875 -0.835 -0.465 -0.731
S 2.434 -0.972 -0.070 -0.031
```

***

Version ii
DFT (ωB97M-V with the def2-TZVPD basis set) results for one molecule with the formula C3H8N4S.

The value obtained for the gap between HOMO and LUMO is 0.328 Eh. The HOMO energy comes out at -8.238 eV.

The geometry in XYZ format:
```
16
Properties=species:S:1:pos:R:3:nbo_charge:R:1
C 0.725 -0.509 -2.231 -0.461
C 0.467 -1.746 -0.177 0.267
C -0.275 0.489 0.475 0.188
H 1.394 -0.715 -3.079 0.212
H 1.224 0.345 -1.730 0.184
H -0.241 -0.146 -2.624 0.201
H 0.446 -2.693 0.398 0.188
H 0.126 -0.780 2.878 0.116
H -0.769 0.462 -0.503 0.172
H -2.020 2.159 0.543 0.325
H -1.647 2.704 2.032 0.356
N 0.516 -1.728 -1.458 -0.447
N 0.499 -0.648 0.655 -0.575
N -0.501 1.302 1.445 -0.300
N -1.228 2.401 1.158 -0.621
S 1.284 -0.898 2.217 0.196
```

***

Version iii
DFT (ωB97M-V with the def2-TZVPD basis set) results for one molecule with the formula C3H8N4S.

The value obtained for the gap between HOMO and LUMO is 0.367 Eh. The HOMO energy comes out at -9.513 eV.

The geometry in XYZ format:
```
16
Properties=species:S:1:pos:R:3:nbo_charge:R:1
C -2.419 -0.585 -0.077 -0.412
C -0.096 -0.253 0.377 0.592
C 2.381 0.011 0.450 0.285
H -2.350 -1.436 0.582 0.226
H -2.795 0.257 0.533 0.192
H -3.127 -0.768 -0.869 0.211
H -1.074 1.797 -1.346 0.088
H 0.452 -0.036 2.181 0.355
H 1.208 0.133 -1.222 0.410
H 2.371 -0.444 1.440 0.165
H 3.274 0.909 -0.891 0.318
N -1.104 -0.344 -0.589 -0.581
N -0.360 -0.352 1.609 -0.740
N 1.186 -0.068 -0.243 -0.669
N 3.428 0.549 0.042 -0.644
S -0.976 0.629 -1.977 0.204
```

***

Version iv
DFT (ωB97M-V with the def2-TZVPD basis set) results for C3H8N4S as an isolated structure.

The value obtained for the gap between HOMO and LUMO is 0.340 Eh. The HOMO energy comes out at -8.463 eV.

The geometry in XYZ format:
```
16
Properties=species:S:1:pos:R:3:nbo_charge:R:1
C 2.593 -1.324 0.132 -0.412
C 0.937 0.176 0.037 0.267
C -1.969 1.037 0.138 0.249
H 2.589 -2.356 -0.432 0.212
H 1.965 -1.483 1.327 0.127
H 3.693 -0.767 0.301 0.209
H 0.793 0.117 1.121 0.173
H 0.093 1.112 -1.706 0.393
H -0.717 2.773 0.315 0.398
H -2.710 1.539 0.749 0.161
H -2.882 -2.304 -0.154 0.143
N 1.792 -0.495 -0.683 -0.480
N 0.262 1.281 -0.639 -0.466
N -0.778 1.779 0.090 -0.454
N -2.095 -0.119 -0.420 -0.656
S -3.566 -0.966 -0.173 0.134
```

***

The data favor version iii; the next most stable structure lies 37.7 kcal/mol above it.